Entry from OMol25: a molecular structure, C39H40AuNP3 (ωB97M-V with the def2-TZVPD basis set).

Net charge ... +3
HOMO level (alpha / beta) ... -0.5976 / -0.6217 Ha
Spin multiplicity ... 3
Kohn-Sham gap (alpha / beta) ... 8.54 / 5.73 eV

Structure (XYZ):
```
84
C39H40AuNP3, DFT ωB97M-V with the def2-TZVPD basis set
Au 0.482 -0.440 -1.743
N -1.252 -1.919 -1.396
C -2.368 -1.545 -2.248
C -3.108 -2.489 -2.926
C -4.141 -2.066 -3.763
C -4.425 -0.717 -3.913
C -3.663 0.232 -3.243
C -2.635 -0.188 -2.402
P -1.542 0.949 -1.562
C -1.563 2.537 -2.346
C -0.669 2.794 -3.390
C -0.768 3.977 -4.103
C -1.760 4.894 -3.780
C -2.656 4.638 -2.746
C -2.555 3.468 -2.010
C -2.051 1.112 0.136
C -1.587 2.196 0.898
C -2.058 2.377 2.188
C -2.979 1.482 2.727
C -3.429 0.396 1.982
C -2.966 0.207 0.691
H -1.455 -1.787 -0.408
H -0.991 -2.893 -1.521
H -2.896 -3.546 -2.811
H -4.717 -2.803 -4.308
H -5.221 -0.398 -4.574
H -3.862 1.287 -3.382
H 0.101 2.072 -3.640
H -0.076 4.185 -4.907
H -1.835 5.820 -4.336
H -3.437 5.350 -2.515
H -3.253 3.277 -1.204
H -0.909 2.922 0.466
H -1.724 3.228 2.767
H -3.365 1.643 3.726
H -4.165 -0.280 2.398
H -3.367 -0.608 0.096
C -0.197 -0.819 6.659
C -0.198 0.408 5.995
C -0.013 0.444 4.630
C 0.180 -0.756 3.912
C 0.164 -1.990 4.590
C 0.000 -2.009 5.961
P 0.510 -0.609 2.188
C 0.654 -2.215 1.452
C -0.429 -3.102 1.571
C -0.327 -4.386 1.056
C 0.841 -4.781 0.406
C 1.905 -3.895 0.263
C 1.812 -2.608 0.772
C 1.963 0.416 1.992
C 3.079 0.162 2.800
C 4.179 1.001 2.724
C 4.156 2.109 1.882
C 3.047 2.368 1.085
C 1.951 1.517 1.133
H -0.348 -0.848 7.731
H -0.346 1.325 6.549
H -0.001 1.393 4.108
H 0.330 -2.918 4.060
H 0.031 -2.951 6.493
H -1.334 -2.796 2.087
H -1.146 -5.084 1.172
H 0.925 -5.789 0.020
H 2.816 -4.222 -0.224
H 2.646 -1.922 0.698
H 3.086 -0.679 3.484
H 5.048 0.801 3.337
H 5.005 2.779 1.856
H 3.033 3.237 0.439
H 1.081 1.722 0.522
C 3.010 0.979 -3.674
P 2.731 -0.342 -2.478
C 4.068 -0.169 -1.279
C 3.101 -1.883 -3.354
H 3.993 0.843 -4.127
H 2.982 1.947 -3.173
H 2.254 0.958 -4.458
H 4.991 -0.020 -1.844
H 4.174 -1.073 -0.682
H 3.907 0.684 -0.623
H 4.089 -1.804 -3.811
H 2.364 -2.069 -4.135
H 3.094 -2.720 -2.656
```

Atomic partial charges in e from the Mulliken method, atoms 1 to 5: 0.609 -0.198 0.616 -0.600 -0.796


Entry from OMol25: 2 unconnected molecules or ions with the total composition C5H4N2S (ωB97M-V with the def2-TZVPD basis set).

Net charge ... 0
HOMO level (alpha / beta) ... -0.3278 / -0.3278 Ha
Spin multiplicity ... 1
Kohn-Sham gap (alpha / beta) ... 7.68 / 7.68 eV

Structure (XYZ):
```
12
C5H4N2S, DFT ωB97M-V with the def2-TZVPD basis set
C -0.650 1.933 1.140
C -2.060 0.890 -0.436
C 0.782 0.344 -0.712
C 0.694 -0.896 0.022
C -0.934 1.683 -0.196
N -0.340 2.269 2.199
N -3.003 0.246 -0.426
S 1.679 1.163 -1.718
H 1.098 -1.573 -0.589
H 1.076 -0.676 1.036
H -0.400 -1.268 0.033
H -0.582 2.465 -0.975
```

Atomic partial charges in e from the Mulliken method, atoms 1 to 5: 0.417 0.346 0.331 -0.815 -0.619


Energy above the lowest of the compared OMol25 structures with the same formula, charge and spin values (in kJ/mol) by entry order: 26.6, 339.0.
Electronic energy values (in eV) by entry order: -74117.04857, -19061.21541.